This record from the Open Molecules 2025 dataset describes the ion C16H24NO2 with charge +1. The level of theory is wB97M-V/def2-TZVPD.

Last column: Mulliken charge in e.
Geometry (Å):
C -2.71 -2.70 -0.31  -0.975
N -1.83 -2.34 -1.44  0.159
C -1.10 -1.09 -1.14  -0.947
C -0.15 -1.16 0.07  0.665
O -0.03 -2.14 0.77  -0.605
O 0.47 -0.02 0.19  -0.342
C 1.40 0.13 1.29  -0.699
C 0.68 0.64 2.54  -0.634
C 0.11 2.05 2.34  -1.069
C 1.20 3.06 2.13  0.508
C 1.52 3.51 0.85  -0.180
C 2.55 4.41 0.66  -0.641
C 3.28 4.88 1.75  -0.442
C 2.96 4.44 3.02  -0.615
C 1.93 3.53 3.21  -0.333
C -2.59 -2.18 -2.71  -0.523
C -1.57 -2.37 -3.83  -0.604
C -0.42 -3.16 -3.19  -0.577
C -0.89 -3.45 -1.77  -0.598
H -3.27 -3.60 -0.54  0.456
H -2.11 -2.87 0.58  0.332
H -3.42 -1.89 -0.13  0.393
H -0.51 -0.79 -2.00  0.380
H -1.83 -0.30 -0.94  0.446
H 2.13 0.86 0.94  0.530
H 1.88 -0.83 1.48  0.365
H 1.41 0.65 3.35  0.516
H -0.11 -0.06 2.81  0.376
H -0.47 2.31 3.23  0.419
H -0.57 2.05 1.49  0.342
H 0.95 3.15 0.00  0.354
H 2.79 4.75 -0.33  0.381
H 4.08 5.58 1.60  0.386
H 3.52 4.80 3.87  0.383
H 1.69 3.20 4.21  0.396
H -3.35 -2.97 -2.74  0.439
H -3.10 -1.22 -2.73  0.304
H -1.23 -1.41 -4.22  0.325
H -2.02 -2.91 -4.66  0.362
H -0.23 -4.09 -3.72  0.379
H 0.51 -2.59 -3.20  0.322
H -0.09 -3.50 -1.04  0.352
H -1.45 -4.38 -1.73  0.514

Computed properties:
LUMO = -2.513 eV
Energy relative to the best compared isomer or geometry (same formula, charge and spin) = 6.4 kJ/mol
Structure (SMILES) = C[N+]1(CC(=O)OCCCc2ccccc2)CCCC1
Net charge = +1
Calculated total energy = -22560.840 eV

=====

This record from the Open Molecules 2025 dataset describes a cluster of 2 separate species, C6H12O in total. The level of theory is wB97M-V/def2-TZVPD.

Last column: Mulliken charge in e.
Geometry (Å):
C -0.02 -2.36 0.38  -1.004
C 0.84 -1.35 0.38  0.821
C 1.75 -0.99 -0.76  -0.963
O 1.00 -0.60 1.52  -0.545
H -0.11 -3.01 -0.49  0.260
H -0.63 -2.57 1.25  0.297
H 1.66 0.08 -1.01  0.207
H 1.50 -1.56 -1.66  0.298
H 2.79 -1.18 -0.50  0.287
H 1.19 0.31 1.25  0.326
C 0.09 2.16 -0.21  -1.015
C -0.97 1.68 0.45  0.263
C -2.05 0.85 -0.17  -1.067
H 0.83 2.78 0.28  0.341
H 0.24 1.96 -1.27  0.319
H -1.08 1.91 1.51  0.313
H -2.98 1.43 -0.24  0.344
H -1.78 0.51 -1.17  0.275
H -2.27 -0.04 0.45  0.242

Computed properties:
LUMO = 0.982 eV
Energy relative to the best compared isomer or geometry (same formula, charge and spin) = 152.3 kJ/mol
Structure (SMILES) = C=C(C)O.C=CC
Calculated total energy = -8462.775 eV

=====

This record from the Open Molecules 2025 dataset describes a cluster of 2 separate species, CH2FNO in total. The level of theory is wB97M-V/def2-TZVPD.

Last column: Mulliken charge in e.
Geometry (Å):
N 0.38 1.64 -0.06  -0.499
C 0.62 0.47 0.03  0.479
O 0.78 -0.63 0.24  -0.423
H 0.29 2.89 0.06  0.438
F -1.26 -2.23 -0.55  -0.402
H -0.82 -2.15 0.28  0.406

Computed properties:
LUMO = 0.148 eV
Energy relative to the best compared isomer or geometry (same formula, charge and spin) = 180.2 kJ/mol
Structure (SMILES) = N=C=O.F
Calculated total energy = -7323.091 eV

=====

This record from the Open Molecules 2025 dataset describes the molecule C11H17NO3. The level of theory is wB97M-V/def2-TZVPD.

Last column: Mulliken charge in e.
Geometry (Å):
O -1.75 2.16 3.20  -0.594
C -1.33 2.58 2.16  0.388
N -2.06 2.92 1.07  -0.119
C -1.25 3.29 -0.06  -0.525
C 0.16 3.24 0.56  0.247
C 1.12 2.30 -0.20  -0.814
O 0.53 1.10 -0.63  -0.323
C 0.37 0.10 0.37  -0.668
C 0.08 -1.23 -0.32  0.469
C -0.34 -2.29 0.70  -0.744
C -0.38 -3.65 0.08  -0.427
C 0.18 -3.96 -1.07  -0.402
C 0.93 -2.97 -1.91  -0.717
C 1.30 -1.73 -1.10  -0.843
O -0.02 2.80 1.90  -0.390
H -3.05 2.74 1.01  0.209
H -1.33 2.56 -0.87  0.249
H -1.50 4.29 -0.43  0.311
H 0.63 4.23 0.61  0.425
H 1.45 2.81 -1.10  0.396
H 1.99 2.10 0.45  0.392
H 1.29 0.03 0.97  0.292
H -0.46 0.35 1.04  0.159
H -0.74 -1.07 -1.03  0.197
H -1.32 -2.04 1.11  0.406
H 0.37 -2.29 1.53  0.341
H -0.90 -4.41 0.66  0.377
H 0.10 -4.96 -1.47  0.370
H 1.83 -3.43 -2.31  0.406
H 0.31 -2.68 -2.77  0.288
H 1.67 -0.94 -1.76  0.313
H 2.09 -1.98 -0.39  0.329

Computed properties:
LUMO = 0.743 eV
Energy relative to the best compared isomer or geometry (same formula, charge and spin) = 1.6 kJ/mol
Structure (SMILES) = O=C1NC[C@H](COC[C@@H]2CC=CCC2)O1
Calculated total energy = -19315.455 eV

=====

This record from the Open Molecules 2025 dataset describes a cluster of 2 separate species, C4H10N2O2 in total. The level of theory is wB97M-V/def2-TZVPD.

Last column: Mulliken charge in e.
Geometry (Å):
C -1.32 0.84 -2.58  -1.075
C -0.96 1.15 -1.15  0.659
N -1.93 1.73 -0.42  -0.376
O 0.12 0.85 -0.68  -0.597
H -1.96 -0.06 -2.61  0.285
H -0.48 0.66 -3.23  0.299
H -1.99 1.58 -3.03  0.346
H -1.68 2.01 0.52  0.239
H -2.75 2.18 -0.79  0.192
C 1.13 -0.41 2.21  -0.832
C 1.76 -1.72 1.81  0.604
N 1.66 -1.98 0.48  -0.319
O 2.28 -2.48 2.60  -0.630
H 1.22 0.30 1.39  0.264
H 1.49 -0.04 3.17  0.307
H 0.06 -0.56 2.36  0.224
H 2.08 -2.79 0.05  0.204
H 1.25 -1.26 -0.10  0.206

Computed properties:
LUMO = 0.550 eV
Energy relative to the best compared isomer or geometry (same formula, charge and spin) = 31.8 kJ/mol
Structure (SMILES) = CC(N)=O.CC(N)=O
Calculated total energy = -11386.573 eV

=====

This record from the Open Molecules 2025 dataset describes a cluster of 6 separate species, C7H24NO5 in total. The level of theory is wB97M-V/def2-TZVPD.

Last column: Mulliken charge in e.
Geometry (Å):
C 0.51 -0.49 -2.55  -0.730
C 1.60 -0.44 -1.55  -0.830
C 1.20 -0.46 -0.10  0.548
C 2.04 -0.10 0.88  -0.510
C 1.55 0.17 2.24  -0.322
C 1.19 1.35 2.72  0.074
C 0.39 1.33 4.01  -1.389
N -0.42 -1.71 -2.29  -0.090
H 0.65 -0.60 -3.62  0.446
H -0.15 0.37 -2.59  0.329
H 2.15 0.50 -1.74  0.426
H 2.50 -1.04 -1.74  0.460
H 0.17 -0.29 0.19  -0.180
H 3.08 0.07 0.59  0.384
H 1.44 -0.73 2.84  0.324
H 1.36 2.39 2.49  0.309
H -0.37 2.12 3.96  0.379
H 0.97 1.52 4.90  0.348
H -0.28 0.48 4.16  0.359
H -1.04 -1.29 -1.56  0.079
H 0.03 -2.52 -1.86  0.343
H -0.94 -1.91 -3.13  0.400
H -1.61 -4.47 -0.32  0.294
H -0.26 -4.45 0.36  0.302
O -0.80 -3.95 -0.26  -0.586
H -3.25 -0.53 -3.60  0.327
H -3.15 -0.68 -2.13  0.313
O -2.95 -1.17 -2.94  -0.648
H -2.13 -1.66 0.23  0.258
H -2.39 -0.06 0.22  0.256
O -2.17 -0.85 -0.29  -0.654
H -0.73 1.63 0.69  0.316
H -1.05 2.74 -0.44  0.269
O -1.39 2.07 0.15  -0.614
H 2.05 4.15 1.17  0.299
H 0.89 4.65 0.27  0.295
O 1.31 3.86 0.63  -0.584

Computed properties:
LUMO = -2.544 eV
Energy relative to the best compared isomer or geometry (same formula, charge and spin) = 215.1 kJ/mol
Net charge = +1
Calculated total energy = -19368.319 eV

=====

This record from the Open Molecules 2025 dataset describes a structure of composition C10H16ClNO9S2Sn. The level of theory is wB97M-V/def2-TZVPD.

Last column: Mulliken charge in e.
Geometry (Å):
Sn 1.71 1.01 1.21  0.853
O 2.05 -3.06 1.11  -0.590
Cl 2.85 -1.96 1.53  1.891
O 4.14 -2.37 1.98  -0.684
O 2.99 -1.01 0.42  -0.695
O 2.15 -1.23 2.59  -0.709
C -2.26 -0.90 1.54  -1.100
S -0.59 -1.51 1.33  0.408
O 0.09 -0.32 0.65  0.090
C -0.86 -2.66 0.02  0.634
C -1.09 -2.20 -1.27  -0.305
C -1.29 -3.12 -2.28  -0.669
C -1.26 -4.49 -1.99  -0.413
C -1.02 -4.93 -0.70  -0.625
C -0.80 -4.01 0.32  -0.438
H -2.63 -0.53 0.59  0.320
H -2.21 -0.11 2.28  0.398
H -2.88 -1.72 1.90  0.444
H -1.07 -1.14 -1.48  0.314
H -1.45 -2.79 -3.30  0.400
H -1.41 -5.21 -2.78  0.385
H -0.97 -5.99 -0.49  0.384
H -0.56 -4.33 1.33  0.391
C 2.40 2.89 -2.62  -1.073
S 1.48 3.18 -1.15  1.294
O 0.38 4.05 -1.48  -0.684
O 0.98 1.82 -0.74  -0.683
O 2.41 3.68 -0.14  -0.709
H 1.73 2.47 -3.36  0.321
H 3.21 2.20 -2.39  0.299
H 2.79 3.84 -2.96  0.379
C -1.93 2.95 0.74  -0.811
C -0.68 3.08 1.55  0.734
N -0.08 4.28 1.54  -0.285
O -0.22 2.13 2.21  -0.694
H -2.74 3.52 1.20  0.402
H -2.21 1.90 0.68  -0.011
H -1.76 3.34 -0.27  0.298
H -0.28 4.91 0.78  0.269
H 0.85 4.35 1.93  0.273

Computed properties:
LUMO = 0.251 eV
Energy relative to the best compared isomer or geometry (same formula, charge and spin) = 11.2 kJ/mol
Calculated total energy = -70565.876 eV

=====

This record from the Open Molecules 2025 dataset describes a structure of composition C54H41CdI4N10O. The level of theory is wB97M-V/def2-TZVPD.

Last column: Mulliken charge in e.
Geometry (Å):
Cd 0.43 -0.16 -0.57  2.316
I 1.92 1.52 8.68  0.034
C 2.08 1.03 6.65  -0.052
C 2.50 1.98 5.74  -1.078
C 2.58 1.65 4.39  -0.511
C 2.29 0.36 3.90  0.690
C 1.78 -0.54 4.86  -0.363
C 1.70 -0.23 6.21  -1.000
C 2.29 0.02 2.46  -0.260
C 2.73 0.93 1.46  0.256
C 3.81 1.92 1.58  -1.368
C 4.00 2.46 0.36  -1.346
C 3.03 1.84 -0.54  0.252
C 2.86 2.19 -1.87  0.921
C 3.62 3.39 -2.36  -0.731
C 4.62 3.26 -3.32  0.032
C 5.32 4.37 -3.78  -0.715
C 4.99 5.62 -3.29  -0.008
I 6.02 7.31 -4.00  0.042
C 3.99 5.79 -2.35  -0.744
C 3.30 4.66 -1.89  0.079
C 1.98 1.58 -2.82  0.102
N 1.30 0.44 -2.63  -0.493
C 0.48 0.27 -3.71  0.299
C -0.39 -0.81 -3.87  1.809
C -1.28 -0.84 -5.07  -0.347
C -0.79 -0.81 -6.37  -0.387
C -1.65 -0.83 -7.46  -0.670
C -3.02 -0.90 -7.25  -0.166
I -4.32 -0.94 -8.89  0.043
C -3.54 -0.94 -5.96  -0.531
C -2.67 -0.91 -4.88  -0.141
C -0.49 -1.93 -2.99  0.222
C -1.11 -3.19 -3.30  -1.323
C -0.81 -4.03 -2.27  -1.337
C -0.01 -3.28 -1.34  0.046
N 0.15 -2.02 -1.80  -0.341
C 0.54 -3.78 -0.12  0.991
C 1.16 -3.02 0.88  0.048
C 1.92 -3.57 1.99  -1.392
C 2.33 -2.52 2.73  -1.174
C 1.87 -1.31 2.07  0.834
N 1.17 -1.65 0.98  0.888
C 0.48 -5.26 0.07  -0.539
C -0.11 -5.82 1.20  -0.092
C -0.16 -7.20 1.38  -0.757
C 0.41 -8.03 0.41  -0.050
I 0.35 -10.10 0.67  0.050
C 1.00 -7.49 -0.72  -0.714
C 1.03 -6.11 -0.88  -0.281
C 0.65 1.39 -4.62  -1.345
C 1.60 2.19 -4.09  -1.189
N 2.33 0.89 0.17  0.385
H 2.73 2.98 6.06  0.381
H 2.81 2.45 3.72  0.532
H 1.40 -1.50 4.55  0.475
H 1.30 -0.96 6.91  0.376
H 4.42 2.09 2.44  0.785
H 4.74 3.18 0.07  0.537
H 4.86 2.27 -3.70  0.459
H 6.10 4.26 -4.52  0.365
H 3.73 6.77 -1.98  0.371
H 2.49 4.77 -1.17  0.529
H 0.28 -0.77 -6.53  0.555
H -1.25 -0.81 -8.47  0.364
H -4.61 -0.99 -5.81  0.385
H -3.05 -0.95 -3.87  0.413
H -1.68 -3.42 -4.19  0.479
H -1.10 -5.07 -2.16  0.540
H 2.15 -4.61 2.14  0.575
H 2.99 -2.55 3.59  0.709
H -0.57 -5.17 1.94  0.527
H -0.63 -7.62 2.26  0.368
H 1.44 -8.14 -1.47  0.369
H 1.50 -5.69 -1.76  0.534
H 0.09 1.55 -5.54  0.518
H 1.97 3.12 -4.48  0.440
O -0.41 3.86 -1.15  -0.774
C -0.64 2.70 -0.89  0.740
N -0.86 1.55 -0.62  -1.259
C -5.69 0.07 -1.85  -1.158
C -4.63 0.54 -0.86  -0.069
C -3.52 -0.42 -0.73  0.248
N -2.65 -1.16 -0.63  -0.441
H -6.46 0.83 -1.96  0.420
H -6.17 -0.85 -1.50  0.330
H -5.26 -0.12 -2.83  0.119
H -5.06 0.68 0.13  0.233
H -4.20 1.49 -1.17  0.295
C -1.70 2.67 2.57  -0.844
N -2.03 1.26 2.36  0.181
C -3.46 1.08 2.57  -0.493
N -3.88 1.48 3.93  0.079
C -3.50 2.89 4.12  -0.698
N -2.06 3.12 3.94  0.098
C -1.34 2.27 4.90  -0.373
N -1.66 0.84 4.74  0.245
C -1.30 0.46 3.35  -0.064
C -3.11 0.67 4.89  -0.757
H -2.23 3.28 1.83  0.324
H -0.62 2.81 2.43  0.241
H -3.71 0.03 2.42  0.184
H -4.00 1.69 1.85  0.083
H -3.79 3.20 5.12  0.333
H -4.05 3.49 3.39  0.340
H -1.61 2.57 5.91  0.293
H -0.27 2.41 4.76  0.135
H -1.54 -0.60 3.20  0.461
H -0.23 0.61 3.21  -0.645
H -3.39 0.97 5.90  0.341
H -3.36 -0.38 4.75  0.370

Computed properties:
LUMO = 0.911 eV
Energy relative to the best compared isomer or geometry (same formula, charge and spin) = 74.2 kJ/mol
Net charge = -1
Calculated total energy = -110581.932 eV

=====

This record from the Open Molecules 2025 dataset describes a cluster of 11 separate species, C32H54Br12O15 in total. The level of theory is wB97M-V/def2-TZVPD.

Last column: Mulliken charge in e.
Geometry (Å):
C -0.03 1.22 -0.30  -0.487
C -0.72 -0.13 -0.55  1.547
C 0.23 -1.20 -1.02  0.207
O -0.10 -2.37 -0.32  -0.411
C -0.96 -2.07 0.68  0.476
O -1.41 -2.92 1.47  -0.594
O -1.18 -0.71 0.68  -0.197
H 0.52 1.59 -1.16  -0.064
H 0.68 1.16 0.52  -0.254
H -0.77 1.86 0.19  0.353
H -1.61 -0.08 -1.17  -0.380
H 1.29 -1.05 -0.79  -0.483
H 0.06 -1.31 -2.09  0.221
C 6.38 3.01 -0.53  -1.641
C 5.23 2.98 0.45  0.588
C 4.03 3.51 -0.18  -0.450
O 3.14 2.38 -0.31  -0.108
C 3.68 1.36 0.25  0.589
O 3.07 0.41 0.72  -0.592
O 4.92 1.58 0.48  -0.280
H 6.62 4.03 -0.85  0.441
H 6.28 2.42 -1.44  0.361
H 7.30 2.64 -0.07  0.385
H 5.41 3.38 1.44  0.265
H 4.31 3.88 -1.17  0.157
H 3.47 4.22 0.43  0.217
C -2.59 -5.79 5.86  -1.427
C -1.43 -5.24 4.94  0.443
C -1.11 -3.78 4.89  0.227
O 0.09 -3.84 5.64  -0.327
C 0.55 -5.05 5.80  0.534
O 1.57 -5.45 6.28  -0.540
O -0.36 -5.94 5.22  -0.382
H -3.61 -5.62 5.50  0.354
H -2.48 -5.42 6.88  0.338
H -2.54 -6.88 5.94  0.376
H -1.89 -5.34 3.95  0.248
H -1.93 -3.25 5.37  0.207
H -0.96 -3.57 3.83  -0.031
C 6.46 -2.25 -1.89  -1.325
C 5.35 -2.23 -0.83  1.351
C 4.20 -3.26 -0.75  -0.084
O 4.20 -3.57 0.67  -0.333
C 5.34 -3.14 1.31  0.628
O 5.73 -3.59 2.36  -0.560
O 6.00 -2.24 0.50  -0.410
H 5.94 -1.98 -2.81  0.187
H 7.13 -3.09 -2.05  0.370
H 7.16 -1.44 -1.68  0.367
H 4.72 -1.35 -0.97  -0.533
H 4.47 -4.13 -1.35  0.286
H 3.34 -2.79 -1.21  0.117
C -6.66 -2.88 2.14  -1.343
C -5.44 -2.21 2.85  0.564
C -4.46 -1.49 1.83  -0.386
O -4.69 -0.06 1.87  0.110
C -5.36 0.13 3.10  0.337
O -5.57 1.27 3.52  -0.545
O -5.88 -1.06 3.58  -0.350
H -7.56 -2.81 2.75  0.355
H -6.33 -3.91 2.07  0.369
H -6.84 -2.35 1.21  0.327
H -4.90 -2.91 3.48  0.224
H -4.37 -1.98 0.86  0.458
H -3.53 -1.70 2.35  -0.118
Br 3.59 0.42 -7.70  -0.198
C 3.41 0.65 -5.66  -0.489
C 3.28 -0.73 -5.04  -0.712
Br 2.77 -0.43 -3.11  -0.008
H 2.57 1.31 -5.45  0.083
H 4.25 1.21 -5.25  0.438
H 4.28 -1.16 -5.04  0.392
H 2.56 -1.43 -5.46  0.461
Br -4.88 0.11 -1.63  -0.195
C -4.26 2.03 -1.69  -0.200
C -4.54 2.71 -0.25  -0.339
Br -6.36 3.52 -0.01  -0.145
H -4.70 2.63 -2.49  0.521
H -3.20 2.06 -1.96  -0.060
H -3.73 3.43 -0.16  0.165
H -4.40 2.09 0.64  0.214
Br 0.10 5.61 1.41  -0.139
C -1.61 4.71 1.85  -0.317
C -2.66 5.71 2.44  -0.531
Br -4.38 4.69 2.61  -0.115
H -1.47 3.86 2.51  0.282
H -1.95 4.40 0.86  0.045
H -2.91 6.50 1.74  0.361
H -2.21 6.01 3.39  0.435
Br 2.93 3.88 -4.26  -0.117
C 1.55 4.22 -5.58  -0.515
C 0.22 4.55 -4.89  -0.868
Br -0.38 3.21 -3.43  0.006
H 1.28 3.36 -6.19  0.279
H 1.88 5.01 -6.25  0.481
H -0.61 4.74 -5.56  0.439
H 0.39 5.50 -4.38  0.359
Br -4.27 -2.82 -7.76  -0.185
C -3.08 -2.79 -6.14  -0.638
C -3.67 -1.89 -4.95  -0.616
Br -2.31 -1.93 -3.50  -0.016
H -2.06 -2.51 -6.39  0.391
H -3.17 -3.84 -5.89  0.339
H -4.59 -2.34 -4.59  0.373
H -4.04 -0.88 -5.15  0.432
Br -1.39 0.82 4.32  -0.120
C 0.21 2.06 4.40  -0.692
C 1.03 2.10 3.12  0.204
Br 2.51 3.53 3.11  -0.177
H 0.79 1.86 5.31  0.444
H -0.25 3.03 4.58  0.375
H 0.40 2.48 2.31  -0.556
H 1.49 1.15 2.85  0.479

Computed properties:
LUMO = -0.298 eV
Energy relative to the best compared isomer or geometry (same formula, charge and spin) = 517.9 kJ/mol
Structure (SMILES) = C[C@H]1COC(=O)O1.C[C@H]1COC(=O)O1.C[C@H]1COC(=O)O1.C[C@H]1COC(=O)O1.C[C@H]1COC(=O)O1.BrCCBr.BrCCBr.BrCCBr.BrCCBr.BrCCBr.BrCCBr
Calculated total energy = -905279.430 eV

=====

Q: Which of these has the highest LUMO?
A: C6H12O

=====

Q: What is the formula in the third record?
A: CH2FNO

=====

Q: LUMO of number 1 (C16H24NO2)?
A: -2.513 eV